{"formula": "C2H4N4O", "method": "the ωB97M-V functional and the def2-TZVPD basis", "species": ["O", "N", "N", "N", "N", "C", "C", "H", "H", "H", "H"], "positions_angstrom": [[-2.428, 0.847, -0.120], [-1.094, -0.793, 0.357], [2.123, 0.352, -0.014], [-0.064, 1.004, -0.609], [0.297, -0.958, 0.627], [0.799, 0.087, -0.001], [-1.216, 0.501, -0.307], [-1.413, -1.562, -0.236], [2.756, -0.365, 0.299], [-2.195, -0.190, 0.737], [2.454, 1.039, -0.671]], "multiplicity": 1, "homo_energy_ev": -9.23, "max_force_ha_per_bohr": 0.0063, "de_lowest_kcal_mol": 65.2, "energy_ev": -10144.3086, "lumo_energy_ev": 0.7}


{"formula": "C40H45IN4P2RuSe2Si", "method": "the ωB97M-V functional and the def2-TZVPD basis", "species": ["I", "Ru", "Se", "Se", "P", "P", "Si", "N", "N", "N", "N", "C", "C", "C", "C", "C", "C", "C", "C", "C", "C", "C", "C", "C", "C", "C", "C", "C", "C", "C", "C", "C", "C", "C", "C", "C", "C", "C", "C", "C", "C", "C", "C", "C", "C", "C", "C", "C", "C", "C", "C", "H", "H", "H", "H", "H", "H", "H", "H", "H", "H", "H", "H", "H", "H", "H", "H", "H", "H", "H", "H", "H", "H", "H", "H", "H", "H", "H", "H", "H", "H", "H", "H", "H", "H", "H", "H", "H", "H", "H", "H", "H", "H", "H", "H", "H"], "positions_angstrom": [[-0.732, 1.127, -3.154], [-0.220, 0.092, -0.630], [-0.612, -0.409, 6.479], [-0.883, -2.041, -1.155], [-1.424, -2.744, 0.929], [-0.563, -1.929, 5.077], [2.290, -0.201, -0.864], [-0.028, 0.026, 3.398], [-1.199, 1.886, -0.461], [0.104, 0.499, 2.192], [-0.312, -0.387, 1.316], [2.454, -0.527, -2.707], [-3.988, -3.869, 0.861], [2.175, -2.192, 4.942], [2.607, -2.992, -0.495], [2.883, 1.580, -0.442], [-1.092, -5.393, 0.259], [-1.890, -3.145, 5.309], [-2.215, 3.538, -1.866], [-3.580, -4.691, 4.556], [-3.821, -1.463, 1.061], [-1.514, 2.377, -1.668], [-3.091, -4.498, 6.898], [-2.606, 4.236, -0.725], [0.975, -5.768, 2.090], [3.035, -1.654, 0.119], [4.565, -1.532, -0.075], [2.990, 1.878, 1.054], [-2.616, -3.731, 4.284], [-3.213, -2.717, 0.959], [-0.461, -6.620, 0.348], [3.378, -2.875, 4.986], [-5.200, -1.366, 1.056], [-0.573, -1.213, 3.348], [0.973, -2.894, 5.028], [-2.279, 3.748, 0.529], [-0.729, -1.508, 1.986], [-5.370, -3.760, 0.849], [0.985, -4.278, 5.169], [-1.577, 2.561, 0.639], [4.290, 1.653, -1.080], [-3.813, -5.079, 5.866], [-5.974, -2.515, 0.943], [3.390, -4.258, 5.129], [2.768, -1.684, 1.623], [-2.138, -3.531, 6.627], [0.357, -4.531, 2.006], [-0.687, -4.351, 1.101], [0.568, -6.807, 1.266], [2.196, -4.957, 5.223], [2.062, 2.685, -1.120], [3.118, -0.789, 2.136], [4.985, -0.702, 0.492], [2.159, -1.109, 4.882], [4.333, -4.785, 5.192], [1.776, -5.913, 2.804], [3.455, -0.921, -2.906], [-3.278, -4.790, 7.923], [-0.768, -7.430, -0.299], [-1.878, -5.250, -0.474], [-3.533, -4.850, 0.820], [2.339, 0.384, -3.294], [-1.594, -3.059, 7.435], [0.682, -3.725, 2.652], [-7.053, -2.440, 0.943], [2.567, 3.639, -0.951], [2.804, -3.050, -1.567], [5.022, 1.015, -0.592], [-2.445, -3.433, 3.263], [-3.160, 5.161, -0.826], [-2.443, 3.892, -2.861], [4.310, -2.327, 4.936], [3.302, -2.535, 2.057], [2.032, 1.819, 1.569], [1.054, -7.771, 1.336], [-5.974, -4.654, 0.777], [4.288, 1.430, -2.148], [-4.151, -5.135, 3.752], [1.553, -3.212, -0.326], [3.385, 2.890, 1.182], [1.716, -1.816, 1.861], [-1.274, 2.140, 1.586], [5.018, -2.447, 0.316], [3.178, -3.792, -0.018], [0.057, -4.831, 5.251], [-3.220, -0.567, 1.170], [1.746, -1.273, -3.068], [-2.561, 4.277, 1.428], [3.682, 1.202, 1.557], [1.983, 2.551, -2.200], [1.063, 2.789, -0.698], [-5.674, -0.399, 1.153], [4.635, 2.685, -0.969], [-4.563, -5.828, 6.083], [2.204, -6.030, 5.363], [4.874, -1.441, -1.117]], "multiplicity": 1, "homo_energy_ev": [-11.81, -11.81], "max_force_ha_per_bohr": 0.0122, "energy_ev": -215988.0022, "total_charge": 2, "lumo_energy_ev": [-7.7, -7.7]}


{"formula": "C30H54CdN7OP2", "method": "the ωB97M-V functional and the def2-TZVPD basis", "species": ["Cd", "P", "P", "O", "N", "N", "N", "N", "N", "N", "N", "C", "C", "C", "C", "C", "C", "C", "C", "C", "C", "C", "C", "C", "C", "C", "C", "C", "C", "C", "C", "C", "C", "C", "C", "C", "C", "C", "C", "C", "C", "H", "H", "H", "H", "H", "H", "H", "H", "H", "H", "H", "H", "H", "H", "H", "H", "H", "H", "H", "H", "H", "H", "H", "H", "H", "H", "H", "H", "H", "H", "H", "H", "H", "H", "H", "H", "H", "H", "H", "H", "H", "H", "H", "H", "H", "H", "H", "H", "H", "H", "H", "H", "H", "H"], "positions_angstrom": [[-0.035, 0.012, 0.734], [0.723, 2.734, 0.028], [0.590, -2.477, 0.881], [2.318, 1.305, 3.004], [-0.889, 0.073, 2.926], [-2.104, -0.487, 4.602], [1.674, -0.097, -0.868], [-1.658, 0.755, 4.922], [-2.466, -0.679, -1.040], [-3.272, -0.933, 5.202], [-1.758, -0.900, 3.375], [2.083, 5.039, -0.894], [-0.252, -3.752, 3.217], [-2.754, -0.648, -2.179], [-2.750, -0.331, -3.655], [1.794, 0.910, -1.813], [2.371, -1.234, -0.995], [1.026, -3.243, 2.539], [-0.177, -3.262, -1.697], [2.071, 4.736, 1.598], [-1.111, 3.524, 0.004], [1.296, 2.219, -1.561], [3.207, -0.543, -3.148], [2.480, 0.622, -3.026], [-4.146, 0.078, -4.119], [0.124, -5.138, -0.089], [2.266, -2.335, 0.085], [1.623, -2.133, 3.417], [-0.357, -3.689, -0.229], [3.498, 3.272, 0.176], [-1.548, 3.688, -1.447], [-1.785, 0.839, -3.814], [-2.301, -1.522, -4.496], [-0.877, 1.021, 3.873], [3.201, -1.449, -2.084], [1.581, 1.122, 2.137], [-1.153, 4.871, 0.731], [-2.115, 2.582, 0.697], [2.153, 4.021, 0.251], [2.050, -4.379, 2.425], [-1.846, -3.598, 0.150], [-4.912, -0.601, -3.739], [-3.099, 3.076, 0.711], [-3.345, -0.550, 6.134], [1.134, 5.286, 1.724], [2.194, 4.042, 2.436], [-0.823, 4.231, -2.069], [3.004, -4.041, 2.002], [-2.226, 1.732, -3.363], [-1.853, 2.368, 1.741], [-2.420, -4.236, -0.539], [1.166, 2.836, -2.453], [-0.306, 1.948, 3.818], [-0.126, -5.582, 0.883], [3.748, -0.778, -4.054], [2.880, 5.784, -0.736], [-2.385, -1.252, -5.556], [-2.501, 4.244, -1.453], [-4.166, 0.076, -5.217], [1.681, -5.224, 1.835], [-2.225, -2.573, 0.050], [3.781, -2.358, -2.065], [-2.047, -3.947, 1.173], [-2.250, 1.625, 0.167], [0.007, -4.054, 4.244], [4.293, 3.961, 0.504], [1.893, -2.575, 4.389], [2.511, -3.319, -0.359], [-3.323, -1.944, 5.168], [2.254, 4.562, -1.866], [0.887, -1.343, 3.599], [-0.407, -2.199, -1.849], [-1.589, 1.032, -4.868], [-1.001, -2.953, 3.279], [1.121, 5.570, -0.926], [3.027, -2.154, 0.871], [-2.939, -2.391, -4.330], [-0.686, -4.627, 2.716], [0.840, -3.466, -2.062], [2.248, -4.754, 3.441], [3.513, 2.391, 0.828], [3.728, 2.954, -0.849], [-1.744, 2.710, -1.903], [-2.185, 5.255, 0.688], [2.902, 5.457, 1.618], [2.530, -1.689, 2.986], [-4.398, 1.084, -3.782], [-0.876, -3.843, -2.320], [2.424, 1.374, -3.812], [-0.511, 5.631, 0.268], [-0.400, -5.735, -0.852], [-0.895, 4.774, 1.793], [-0.842, 0.637, -3.298], [1.200, -5.248, -0.281], [-1.264, -1.795, -4.287]], "multiplicity": 1, "homo_energy_ev": -8.54, "max_force_ha_per_bohr": 0.0826, "de_lowest_kcal_mol": 0.0, "energy_ev": -67597.7425, "total_charge": 1, "lumo_energy_ev": -2.9}


{"formula": "C23H32N4O2", "method": "the ωB97M-V functional and the def2-TZVPD basis", "species": ["O", "O", "N", "N", "N", "N", "C", "C", "C", "C", "C", "C", "C", "C", "C", "C", "C", "C", "C", "C", "C", "C", "C", "C", "C", "C", "C", "C", "C", "H", "H", "H", "H", "H", "H", "H", "H", "H", "H", "H", "H", "H", "H", "H", "H", "H", "H", "H", "H", "H", "H", "H", "H", "H", "H", "H", "H", "H", "H", "H", "H"], "positions_angstrom": [[0.489, 1.908, 3.206], [1.795, -1.449, 0.522], [0.030, -0.080, 2.217], [-1.957, -2.523, 1.042], [2.376, 0.743, 0.637], [2.714, 1.894, 0.102], [-1.416, -2.686, 2.374], [3.815, 3.523, -2.929], [3.888, 5.911, -2.597], [0.826, 0.932, 2.571], [-1.721, -1.459, 3.250], [-3.874, -2.196, -0.397], [2.117, -0.421, -0.069], [-1.138, -3.018, -0.046], [2.282, 0.742, 2.082], [-3.046, -2.610, -1.610], [3.277, 5.732, -1.359], [-1.376, -0.153, 2.537], [4.154, 4.788, -3.370], [2.938, 4.474, -0.910], [2.585, 0.908, -2.048], [2.248, -0.281, -1.496], [-1.572, -2.336, -1.341], [-5.124, -4.615, 1.414], [2.827, 2.022, -1.193], [-3.366, -2.849, 0.896], [-3.695, -4.357, 0.952], [3.197, 3.348, -1.693], [4.261, 7.283, -3.066], [2.652, 1.022, -3.119], [-0.958, -2.694, -2.170], [-1.153, -1.539, 4.178], [4.056, 2.669, -3.546], [-1.415, -1.260, -1.238], [-1.204, -4.113, -0.164], [-5.326, -5.684, 1.445], [-3.186, -3.673, -1.818], [-5.841, -4.155, 0.738], [-3.805, -1.112, -0.280], [4.636, 4.904, -4.330], [2.880, 1.574, 2.455], [-5.285, -4.208, 2.410], [-0.095, -2.767, 0.159], [-3.548, -4.813, -0.027], [4.541, 7.275, -4.117], [3.432, 7.974, -2.926], [-1.612, 0.707, 3.167], [-1.957, -0.099, 1.610], [2.047, -1.161, -2.088], [-0.334, -2.804, 2.291], [2.662, -0.214, 2.453], [3.066, 6.595, -0.744], [-4.923, -2.452, -0.551], [-3.882, -2.371, 1.738], [-3.008, -4.845, 1.647], [0.420, -0.852, 1.687], [2.462, 4.340, 0.048], [-3.381, -2.057, -2.490], [5.106, 7.657, -2.488], [-1.798, -3.583, 2.887], [-2.781, -1.436, 3.504]], "multiplicity": 1, "homo_energy_ev": -8.08, "max_force_ha_per_bohr": 0.0206, "de_lowest_kcal_mol": 44.3, "energy_ev": -34426.5274, "lumo_energy_ev": -0.1, "smiles": "CC[C@@H]1CCCCN1CCCNC(=O)Cn1nc(-c2ccc(C)cc2)ccc1=O"}